DFT (the ωB97M-V functional and the def2-TZVPD basis) results for a molecular structure, C29H22IN3O5Ta in a non-equilibrium geometry.

Values from the calculation:
**HOMO-LUMO gap (alpha / beta)**: 5.94 / 5.94 eV
**Lowest unoccupied orbital energy (alpha / beta)**: -10.46 / -10.47 eV
**DFT total energy**: -54762.8149 eV
**Charge**: +3

CARTESIAN COORDINATES (ANGSTROEM)
Ta1 -0.3206 0.1062 0.3292
C1 1.6786 -2.1241 2.0176
O1 0.4275 -1.7908 1.2571
C2 0.3273 -2.4868 0.0093
C3 -0.2098 -3.7454 -0.2394
C4 -0.0753 -4.3694 -1.4879
C5 0.5099 -3.7228 -2.5094
C6 0.9560 -2.4186 -2.3444
C7 0.7957 -1.8010 -1.1040
N1 1.2642 -0.4476 -0.6669
N2 2.5479 -0.1326 -0.7154
C8 3.1191 0.6835 0.1272
C9 2.3384 1.2660 1.2334
O2 1.0334 1.0624 1.2254
C10 2.9585 1.9760 2.1067
C11 4.3677 2.1323 2.0304
C12 5.1565 1.8311 0.9481
C13 6.4610 2.2556 0.7767
C14 7.1959 2.0376 -0.3503
C15 6.5834 1.3106 -1.3304
C16 5.3235 0.7361 -1.2510
C17 4.5004 1.0903 -0.1370
H1 1.5308 -3.0608 2.6012
H2 1.7808 -1.2864 2.7166
H3 2.4642 -2.2286 1.2611
H4 -0.5291 -4.3729 0.5548
H5 -0.4355 -5.3783 -1.5150
H6 0.6211 -4.2090 -3.4930
H7 1.3152 -1.9038 -3.2624
H8 2.4010 2.4003 2.9478
H9 4.7023 2.6455 2.9034
H10 6.8508 2.8258 1.6086
H11 8.1888 2.3799 -0.4842
H12 7.1859 1.0280 -2.1378
H13 4.9954 0.0057 -1.9734
O3 -3.3704 3.1238 1.3340
C18 -3.8841 3.1053 0.0865
C19 -5.0446 3.7993 -0.2221
C20 -5.5543 3.6206 -1.5173
C21 -4.9353 2.8784 -2.5624
C22 -3.7839 2.1408 -2.2608
C23 -3.2651 2.2074 -0.8894
C24 -2.1203 1.5517 -0.6350
O4 -1.2797 0.8854 -1.4160
O5 -1.5985 1.5048 0.6204
H14 -3.8678 3.8472 1.7347
H15 -5.6738 4.3702 0.4053
H16 -6.5668 3.8837 -1.7708
H17 -5.4448 2.8724 -3.5325
H18 -3.3259 1.4599 -2.9871
I1 -4.3041 -2.9594 4.1593
C25 -3.7640 -2.2970 2.2720
C26 -4.5501 -2.6067 1.1255
C27 -4.0045 -2.3227 -0.0940
C28 -2.7799 -1.7654 -0.2134
N3 -2.0867 -1.2844 0.7717
C29 -2.5190 -1.6974 2.0548
H19 -5.4665 -3.1115 1.2612
H20 -4.4043 -2.5810 -1.0356
H21 -2.5338 -1.5504 -1.2372
H22 -1.8828 -1.3690 2.8957

Forces on the atoms, in the same order (eV/Å):
Ta -0.827 -1.968 -0.254
C -0.538 -0.086 0.136
O -0.266 -1.104 -0.299
C -0.474 -0.727 -0.383
C 0.806 -0.367 0.510
C -0.982 -0.122 2.728
C 0.938 0.788 -2.320
C -0.491 0.662 -1.285
C 1.909 2.098 0.221
N 0.287 -0.761 -1.453
N 0.914 -0.695 -0.655
C -1.289 0.065 -1.159
C -0.305 -1.919 -3.842
O -0.935 0.194 0.832
C 1.589 1.920 3.605
C -1.196 0.902 0.680
C -1.867 -1.326 -2.202
C 1.217 1.173 1.499
C -0.944 0.332 0.737
C -0.405 -1.354 -0.325
C -1.658 0.548 1.773
C 1.773 -0.394 0.368
H -0.076 0.630 -0.669
H 0.326 -0.246 -0.294
H 0.044 0.149 0.506
H -0.538 -0.207 0.791
H -0.072 -0.351 -0.442
H 0.021 0.318 0.617
H -0.017 -0.087 1.143
H 0.397 -0.070 -0.222
H 1.052 0.317 0.318
H 0.387 0.030 0.013
H 0.722 0.367 0.080
H 0.643 -0.261 -1.389
H -0.166 0.248 -0.258
O -0.660 0.607 -1.070
C 0.482 -1.213 0.339
C -0.070 -0.952 -2.716
C 0.407 -1.030 -0.188
C 1.123 -0.603 0.747
C -1.289 0.893 0.551
C -2.212 1.665 -1.897
C 3.148 -0.909 1.636
O -0.583 -0.517 0.929
O -0.869 1.109 -0.154
H 0.217 0.057 0.878
H -0.031 0.471 1.203
H -0.160 0.854 0.281
H 0.487 -0.236 0.374
H -0.067 0.419 0.339
I -0.003 0.181 -0.070
C 0.925 -0.211 -0.957
C 1.344 0.413 1.152
C -0.734 -1.098 0.209
C -0.513 1.301 -1.861
N 0.670 -0.548 3.161
C 0.063 1.576 -0.579
H -1.020 -0.321 -0.054
H -1.102 -0.449 -0.580
H 0.889 0.209 -0.250
H -0.419 -0.363 -0.531

These are the Mulliken partial charges, in e, on atoms 1 to 2: 2.037, -0.857